A cluster of 2 separate species, C6H16N2O in total at a distorted geometry, computed with the ωB97M-V functional and the def2-TZVPD basis.

Properties
E_tot: -422.73146 a.u.
LUMO energy (alpha / beta): 0.85 / 0.74 eV
energy relative to the best compared isomer or geometry (same formula, charge and spin): 670.2 kJ/mol
HOMO energy (alpha / beta): -6.02 / -6.82 eV
frontier orbital gap (alpha / beta): 6.871 / 7.559 eV

Each line ends with the natural charge from an NBO analysis.
CARTESIAN COORDINATES (ANGSTROEM)
H: 0.621 2.356 2.408  0.194
H: 1.783 0.735 -1.209  0.366
H: -0.587 -3.370 -0.659  0.209
C: 0.346 2.930 1.465  -0.605
H: 0.637 -2.092 -0.097  0.205
H: -0.374 3.628 1.725  0.216
C: 0.669 0.429 0.470  0.311
H: -0.461 2.193 -0.478  0.205
H: -1.180 -0.757 -1.732  0.158
H: -2.604 -0.133 0.296  0.210
H: 0.976 -1.195 1.699  0.399
H: 3.049 0.463 1.017  0.451
N: 0.703 -0.212 1.715  -0.860
H: -0.974 1.526 0.960  0.196
H: 1.317 3.323 1.217  0.204
O: 2.958 -0.094 0.139  -0.589
H: 0.322 -2.403 -1.861  0.223
N: 1.673 0.127 -0.425  -0.361
C: -0.082 1.789 0.564  -0.460
C: -2.229 -1.126 0.100  -0.664
C: -0.119 -2.419 -0.876  -0.674
H: -3.225 -1.631 -0.373  0.196
H: -0.097 0.135 2.244  0.389
C: -1.047 -1.281 -0.862  -0.117
H: -1.999 -1.651 1.005  0.199

Force components x, y, z for each atom (eV/Å):
H -0.450 0.956 -0.463
H -0.191 0.557 -0.238
H 0.072 -0.343 0.229
C 3.169 -3.349 1.559
H -0.139 -1.200 -0.797
H -1.383 1.397 0.034
C -1.149 1.285 -0.176
H 1.284 -0.908 1.571
H -0.080 1.324 -2.129
H 0.450 0.563 0.070
H -0.512 0.328 0.303
H -0.454 -1.283 -2.471
N 0.297 0.738 -0.622
H -3.170 -1.189 1.253
H 0.134 0.781 -0.485
O 1.121 1.210 2.511
H 0.570 -0.465 -0.032
N 0.005 -0.647 0.625
C 0.715 0.838 -3.821
C -1.191 -1.917 -2.237
C 0.344 1.429 0.886
H 2.112 0.678 1.033
H 0.392 -1.116 0.176
C -1.783 0.547 2.452
H -0.163 -0.211 0.771